1.
C18H29NO3 in the gas phase, computed with ωB97M-V/def2-TZVPD.

The value obtained for the HOMO-LUMO gap is 8.86 eV. For the energy relative to the best compared isomer or geometry (same formula, charge and spin), the calculation gives 0.8351 eV. The structure (SMILES) is COc1cc(CNC(=O)CCCCCCC(C)C)ccc1O. As for the highest occupied orbital energy: -8.31 eV. The LUMO energy is 0.6 eV. As for the largest force on an atom: 0.8 eV/A. The total charge is 0.

Geometry (Å):
1 C 2.38 -2.69 -0.10
2 O 2.46 -1.41 0.47
3 C 2.18 -0.32 -0.33
4 C 1.84 -0.37 -1.67
5 C 1.57 0.80 -2.37
6 C 1.12 0.72 -3.81
7 N -0.28 0.33 -3.87
8 C -1.28 1.24 -3.76
9 O -1.10 2.43 -3.91
10 C -2.64 0.64 -3.47
11 C -2.64 -0.25 -2.22
12 C -2.08 0.47 -1.00
13 C -1.71 -0.50 0.12
14 C -1.18 0.22 1.36
15 C -0.64 -0.76 2.39
16 C -0.02 -0.08 3.62
17 C 0.79 -1.10 4.42
18 C -1.08 0.55 4.51
19 C 1.63 2.02 -1.72
20 C 1.98 2.08 -0.38
21 C 2.26 0.92 0.32
22 O 2.60 0.98 1.63
23 H 2.62 -3.39 0.71
24 H 3.09 -2.82 -0.92
25 H 1.36 -2.90 -0.46
26 H 1.79 -1.32 -2.19
27 H 1.19 1.70 -4.28
28 H 1.71 0.00 -4.38
29 H -0.48 -0.62 -3.61
30 H -2.97 0.06 -4.34
31 H -3.34 1.47 -3.33
32 H -2.05 -1.15 -2.40
33 H -3.66 -0.58 -2.01
34 H -2.81 1.20 -0.63
35 H -1.18 1.03 -1.28
36 H -2.59 -1.09 0.39
37 H -0.94 -1.18 -0.24
38 H -0.39 0.91 1.06
39 H -1.99 0.82 1.80
40 H 0.13 -1.37 1.91
41 H -1.43 -1.43 2.72
42 H 0.66 0.71 3.28
43 H 1.57 -1.55 3.81
44 H 1.27 -0.62 5.28
45 H 0.15 -1.90 4.79
46 H -1.63 1.32 3.98
47 H -1.79 -0.21 4.86
48 H -0.62 1.00 5.39
49 H 1.40 2.92 -2.25
50 H 2.04 3.02 0.14
51 H 2.73 0.08 1.95

2.
C4H4ClFOS in the gas phase at a distorted geometry, computed with ωB97M-V/def2-TZVPD.

The value obtained for the HOMO-LUMO gap is 9.10 eV. For the energy relative to the best compared isomer or geometry (same formula, charge and spin), the calculation gives 2.6440 eV. The structure (SMILES) is O=C/C(F)=C(/Cl)CS. As for the highest occupied orbital energy: -9.65 eV. The LUMO energy is -0.6 eV. As for the largest force on an atom: 3.4 eV/A. The total charge is 0.

Geometry (Å):
1 O 2.05 -0.22 -2.36
2 C 1.51 -0.17 -1.25
3 C 0.05 -0.17 -1.21
4 F -0.36 -0.04 -2.52
5 C -0.75 -0.26 -0.18
6 Cl -2.39 -0.34 -0.13
7 C -0.17 -0.30 1.18
8 S -0.60 1.19 2.17
9 H 2.17 0.09 -0.23
10 H -0.45 -1.24 1.87
11 H 0.89 -0.18 1.09
12 H -1.95 1.64 1.58

3.
C25H28Cl5O2Pt as an isolated structure at a distorted geometry, computed with ωB97M-V/def2-TZVPD.

The value obtained for the HOMO-LUMO gap (spin up / spin down) is 7.44 / 4.52 eV. For the energy relative to the best compared isomer or geometry (same formula, charge and spin), the calculation gives 0.0937 eV. The spin multiplicity is 5. As for the highest occupied orbital energy (spin up / spin down): -9.86 / -11.22 eV. The LUMO energy (spin up / spin down) is -2.4 / -6.7 eV. As for the expectation value of S²: 6.024. As for the largest force on an atom: 2.1 eV/A. The total charge is +1.

Geometry (Å):
1 O -1.06 5.53 -3.58
2 C -1.09 5.51 -5.02
3 C -1.11 7.03 -5.13
4 H -1.99 5.00 -5.38
5 H -0.18 5.05 -5.43
6 C -1.14 6.97 -3.59
7 H -2.00 7.45 -5.59
8 H -0.18 7.43 -5.54
9 C -2.45 7.42 -2.98
10 H -3.29 6.89 -3.44
11 H -2.59 8.50 -3.13
12 H -2.45 7.22 -1.90
13 C 0.06 7.56 -2.89
14 H 0.98 7.12 -3.28
15 H -0.01 7.36 -1.82
16 H 0.09 8.65 -3.05
17 Pt -0.16 -0.34 0.15
18 C 1.90 -0.36 0.73
19 C 1.72 -1.10 -0.57
20 C 1.90 -0.13 -1.62
21 H 1.75 -2.18 -0.64
22 C 2.26 1.11 -1.04
23 C 2.24 1.00 0.37
24 H 2.53 1.78 1.08
25 H 2.02 -0.85 1.69
26 H 1.87 -0.36 -2.69
27 H 2.65 1.97 -1.59
28 C -1.17 -0.07 2.03
29 C -0.24 1.06 2.09
30 C -0.78 2.11 1.28
31 H 0.61 1.13 2.76
32 C -1.93 1.63 0.61
33 C -2.17 0.27 1.01
34 H -3.04 -0.33 0.79
35 H -1.16 -0.94 2.66
36 H -0.42 3.14 1.28
37 H -2.59 2.21 -0.04
38 O -1.85 3.44 -2.66
39 C -0.55 3.68 -2.04
40 C 0.57 3.46 -3.06
41 H -0.41 2.92 -1.25
42 H -0.53 4.66 -1.54
43 C -0.10 2.57 -4.13
44 H 1.43 2.94 -2.63
45 H 0.89 4.42 -3.48
46 C -1.54 2.40 -3.63
47 H 0.39 1.60 -4.20
48 H -0.04 3.05 -5.12
49 H -1.54 1.44 -3.08
50 H -2.32 2.38 -4.40
51 Cl 0.37 -3.06 1.72
52 C -0.68 -3.25 0.36
53 C -1.03 -2.12 -0.36
54 C -1.98 -2.20 -1.38
55 Cl -2.49 -0.74 -2.15
56 C -2.53 -3.44 -1.74
57 Cl -3.66 -3.55 -3.02
58 C -2.13 -4.61 -1.04
59 Cl -2.78 -6.13 -1.46
60 C -1.20 -4.50 0.02
61 Cl -0.70 -5.89 0.87

4.
C5H7NO in the gas phase, computed with ωB97M-V/def2-TZVPD.

The value obtained for the HOMO-LUMO gap is 10.13 eV. For the energy relative to the best compared isomer or geometry (same formula, charge and spin), the calculation gives 3.5120 eV. The structure (SMILES) is OCC#C[C@H]1CN1. As for the highest occupied orbital energy: -9.29 eV. The LUMO energy is 0.8 eV. As for the largest force on an atom: 0.8 eV/A. The total charge is 0.

Geometry (Å):
1 O 2.85 -1.45 0.55
2 C 2.62 -0.25 -0.16
3 C 1.20 0.17 -0.11
4 C 0.03 0.46 -0.01
5 C -1.36 0.90 0.00
6 C -2.43 0.07 -0.62
7 N -2.46 0.33 0.81
8 H 2.48 -1.34 1.44
9 H 3.25 0.57 0.22
10 H 2.92 -0.44 -1.19
11 H -1.48 1.97 -0.11
12 H -2.11 -0.93 -0.88
13 H -3.25 0.51 -1.18
14 H -2.27 -0.57 1.25

5.
C6H11NO in the gas phase at a distorted geometry, computed with ωB97M-V/def2-TZVPD.

The value obtained for the HOMO-LUMO gap is 9.65 eV. For the energy relative to the best compared isomer or geometry (same formula, charge and spin), the calculation gives 2.6596 eV. The structure (SMILES) is [H]/N=C/C(=O)C(C)(C)C. As for the highest occupied orbital energy: -9.25 eV. The LUMO energy is 0.4 eV. As for the largest force on an atom: 3.1 eV/A. The total charge is 0.

Geometry (Å):
1 H 2.95 1.64 -1.38
2 N 2.44 1.30 -0.56
3 C 2.04 0.10 -0.57
4 C 1.15 -0.61 0.34
5 O 1.45 -1.57 1.04
6 C -0.46 -0.10 0.13
7 C -0.87 0.90 -0.92
8 C -1.17 -1.44 -0.05
9 C -0.69 0.48 1.58
10 H 2.29 -0.73 -1.26
11 H -0.14 1.66 -1.09
12 H -1.04 0.37 -1.94
13 H -1.80 1.36 -0.72
14 H -2.17 -1.60 0.32
15 H -0.53 -2.09 0.52
16 H -1.21 -1.79 -1.09
17 H -1.45 1.30 1.38
18 H -0.95 -0.33 2.25
19 H 0.15 1.12 2.03

6.
A 8-piece molecular cluster, C21H51N7O8 overall at a distorted geometry, computed with ωB97M-V/def2-TZVPD.

The value obtained for the HOMO-LUMO gap (spin up / spin down) is 7.85 / 9.39 eV. The spin multiplicity is 2. As for the highest occupied orbital energy (spin up / spin down): -9.62 / -11.16 eV. The LUMO energy (spin up / spin down) is -1.8 / -1.8 eV. As for the expectation value of S²: 0.754. As for the largest force on an atom: 1.9 eV/A. The total charge is +1.

Geometry (Å):
1 O 0.82 -1.03 -1.52
2 H 1.68 -0.56 -1.42
3 H 0.64 -1.29 -2.49
4 H 0.67 -1.73 -0.87
5 C -2.55 4.24 3.52
6 C -1.86 3.82 2.20
7 C -0.58 4.66 2.10
8 C 0.39 4.09 1.07
9 C 0.77 2.65 1.38
10 C -0.47 1.74 1.48
11 N -1.57 2.39 2.23
12 O -2.57 1.66 2.45
13 C -0.92 1.19 0.12
14 C -0.03 0.54 2.35
15 C -2.80 4.18 1.05
16 H -2.52 5.32 3.63
17 H -2.00 3.76 4.33
18 H -3.59 3.92 3.52
19 H -0.76 5.72 1.98
20 H -0.04 4.53 3.05
21 H 1.27 4.73 0.96
22 H -0.07 4.11 0.08
23 H 1.48 2.51 2.19
24 H 1.27 2.35 0.45
25 H -1.67 1.82 -0.36
26 H -0.06 1.14 -0.54
27 H -1.28 0.16 0.21
28 H -0.87 -0.10 2.61
29 H 0.68 -0.08 1.79
30 H 0.51 0.85 3.25
31 H -2.34 4.05 0.07
32 H -3.13 5.21 1.14
33 H -3.72 3.58 1.07
34 O 0.73 -2.01 -3.86
35 C -0.10 -2.38 -4.70
36 N -1.40 -2.02 -4.61
37 C 0.30 -3.21 -5.89
38 H -1.73 -1.38 -3.91
39 H -1.98 -2.21 -5.42
40 H 1.34 -3.03 -6.14
41 H -0.30 -3.02 -6.77
42 H 0.11 -4.24 -5.55
43 O 3.08 -0.88 0.27
44 C 3.55 -0.78 1.40
45 N 3.61 0.42 2.01
46 C 4.10 -1.94 2.16
47 H 3.29 1.24 1.51
48 H 3.81 0.51 2.99
49 H 4.63 -1.66 3.07
50 H 4.80 -2.49 1.54
51 H 3.27 -2.62 2.36
52 O 2.44 0.98 -2.01
53 C 3.48 1.62 -1.93
54 N 4.53 1.25 -1.17
55 C 3.65 2.89 -2.76
56 H 5.41 1.70 -1.29
57 H 4.44 0.41 -0.62
58 H 3.67 2.50 -3.78
59 H 4.51 3.49 -2.50
60 H 2.73 3.45 -2.67
61 O 1.40 -1.95 3.75
62 C 0.40 -2.64 3.76
63 N -0.07 -3.28 2.65
64 C -0.22 -3.09 5.07
65 H -1.02 -3.62 2.67
66 H 0.39 -3.07 1.78
67 H -1.03 -3.81 4.93
68 H -0.50 -2.29 5.74
69 H 0.58 -3.66 5.56
70 O -1.73 -0.30 -2.27
71 C -2.78 0.32 -2.39
72 N -3.16 0.81 -3.60
73 C -3.86 0.29 -1.33
74 H -2.53 0.81 -4.39
75 H -3.97 1.40 -3.69
76 H -3.43 -0.15 -0.44
77 H -4.71 -0.27 -1.72
78 H -4.18 1.32 -1.14
79 O -0.26 -3.32 -0.70
80 C -0.95 -4.31 -0.87
81 N -2.12 -4.47 -0.19
82 C -0.53 -5.44 -1.76
83 H -2.80 -5.14 -0.52
84 H -2.53 -3.64 0.22
85 H -0.74 -5.22 -2.80
86 H -0.97 -6.40 -1.46
87 H 0.54 -5.58 -1.65